Version one
Density functional theory data (ωB97M-V/def2-TZVPD) for 2 unconnected molecules or ions with the total composition C3H9NOS.

Structure (XYZ):
```
15
Properties=species:S:1:pos:R:3:nbo_charge:R:1
O 0.397 0.938 1.425 -0.7043
H -1.619 -1.886 0.044 0.1703
H -1.672 1.738 -0.254 0.2371
H 0.777 1.883 -0.479 0.1694
H 1.948 -1.049 1.361 0.4017
H 0.562 -1.810 0.690 0.3566
N 1.343 -1.205 0.416 -0.8831
C -1.142 0.813 -0.579 -0.5030
S -2.031 -0.543 0.374 -0.0350
H 1.889 0.049 -1.226 0.1925
H 0.266 -1.036 -1.335 0.1699
C 0.299 0.988 0.009 0.0404
H -0.905 0.725 -1.601 0.2334
C 1.027 -0.319 -0.634 -0.2197
H -1.139 0.711 1.789 0.3738
```

HOMO = -8.27 eV
orbital gap = 8.1 eV


Version two
Density functional theory data (ωB97M-V/def2-TZVPD) for 2 unconnected molecules or ions with the total composition C3H9NOS.

Structure (XYZ):
```
15
Properties=species:S:1:pos:R:3:nbo_charge:R:1
H 0.810 0.630 -0.674 0.2257
H -0.419 -5.489 -0.572 0.3927
O -0.627 -2.409 -0.024 -0.6029
S 0.155 3.480 -0.366 -0.0760
H 1.311 4.067 -0.056 0.1134
H -1.237 -4.295 -1.561 0.4053
C 0.864 0.732 0.413 -0.6545
H 1.010 2.598 1.606 0.2151
H 0.493 -3.844 0.803 0.1085
C 0.402 2.094 0.857 -0.4903
H 0.089 0.006 0.661 0.2400
C -0.273 -3.558 0.062 0.5233
N -0.777 -4.561 -0.707 -0.8258
H 1.794 0.385 0.844 0.2135
H -0.606 2.066 1.270 0.2120
```

SMILES string = NC=O.CCS
HOMO = -8.76 eV
orbital gap = 9.6 eV


Version three
Density functional theory data (ωB97M-V/def2-TZVPD) for 2 unconnected molecules or ions with the total composition C3H9NOS.

Structure (XYZ):
```
15
Properties=species:S:1:pos:R:3:nbo_charge:R:1
C 1.423 -0.352 0.150 -0.7635
H -0.903 -2.021 1.068 0.2219
H -0.523 -2.370 2.682 0.2312
H 1.687 -1.168 -0.475 0.2141
S 1.100 -0.716 1.883 0.1892
O -1.938 0.778 -2.166 -0.5823
H 0.513 -0.002 -0.353 0.2218
C -1.073 1.602 -2.002 0.5251
H -0.123 2.775 -0.491 0.3926
H -1.642 2.130 -0.130 0.3973
C -0.032 -2.139 1.753 -0.7591
N -0.847 2.132 -0.752 -0.8408
H 2.281 0.344 0.040 0.2289
H 0.482 -3.079 1.512 0.2131
H -0.403 2.087 -2.720 0.1106
```

SMILES string = NC=O.CSC
HOMO = -8.52 eV
orbital gap = 9.3 eV


The energetic minimum among the shown structures is version two; the next structure lies 0.082 eV above.